Entry 1:
A cluster of 2 separate species, C5H12N2O5 in total, computed with the ωB97M-V functional and the def2-TZVPD basis.

The geometry in XYZ format:
```
24
Properties=species:S:1:pos:R:3:lowdin_charge:R:1
C 1.228 1.289 -0.009 -0.09
C 4.252 -0.685 -0.816 -0.21
C 2.398 0.692 0.793 -0.44
C 3.430 -1.341 0.040 -0.26
C 3.753 1.399 0.685 0.05
N 1.309 1.078 1.592 0.16
N -11.369 -1.292 -0.808 0.31
O 2.459 -0.734 0.793 0.08
O 1.516 2.632 -0.364 -0.06
O 5.197 -1.182 -1.626 0.15
O 3.279 -2.693 0.051 0.12
O 4.394 0.759 -0.479 0.06
H 4.533 1.301 1.488 0.17
H 3.423 2.398 0.215 0.17
H -10.427 -1.747 -0.596 0.19
H 1.312 1.863 2.263 0.19
H 0.648 0.304 1.799 0.18
H -11.096 -0.612 -1.544 0.18
H -11.690 -0.742 -0.029 0.14
H -12.029 -2.091 -0.847 0.18
H 0.726 3.018 -0.745 0.10
H 4.704 -1.504 -2.409 0.16
H 2.629 -2.986 0.820 0.21
H 5.420 0.876 -0.268 0.27
```

Calculated values
LUMO: -5.8412 eV
ΔE to the lowest compared entry with this formula, charge and spin: 342.8 kJ/mol
Frontier orbital gap: 7.20 eV
E_tot: -682.61921 hartree
Net charge: +2
HOMO energy: -0.4793 Eh

Entry 2:
A cluster of 2 separate species, C5H12N3 in total, computed with the ωB97M-V functional and the def2-TZVPD basis.

The geometry in XYZ format:
```
20
Properties=species:S:1:pos:R:3:lowdin_charge:R:1
C -1.318 -0.140 -2.199 -0.03
C 0.088 -0.423 -1.929 -0.14
C 0.734 -1.171 0.286 -0.14
C 0.983 -1.259 2.678 0.01
C -0.874 2.229 0.182 -0.06
N 0.985 -0.527 1.369 0.01
N 0.569 -0.575 -0.831 0.12
N 0.264 1.701 0.216 -0.02
H -1.444 0.869 -2.596 0.11
H -1.626 -0.827 -2.955 0.09
H 0.774 -0.280 -2.741 0.14
H 0.426 -2.177 0.229 0.16
H 0.279 -0.944 3.364 0.05
H 2.054 -1.125 2.956 0.10
H 0.817 -2.406 2.387 0.14
H -1.607 1.361 0.362 0.10
H -2.040 -0.200 -1.459 0.06
H -1.150 3.177 -0.362 0.11
H 0.995 0.468 1.192 0.08
H 1.091 2.250 -0.148 0.12
```

Calculated values
LUMO: -3.3429 eV
ΔE to the lowest compared entry with this formula, charge and spin: 352.9 kJ/mol
Frontier orbital gap: 10.28 eV
E_tot: -361.63369 hartree
Net charge: +1
HOMO energy: -0.5006 Eh

Entry 3:
The ion C5H12N3 with charge +1, computed with the ωB97M-V functional and the def2-TZVPD basis.

The geometry in XYZ format:
```
20
Properties=species:S:1:pos:R:3:lowdin_charge:R:1
C 1.313 -0.030 -1.560 -0.04
C 0.597 0.524 -0.406 -0.31
N 1.041 -0.292 0.829 0.06
C -0.095 -0.352 1.848 -0.15
C -1.220 -1.098 1.165 -0.17
N -1.734 -0.183 0.037 0.11
C -0.848 0.564 -0.548 -0.45
N -1.285 1.575 -1.335 0.16
H 0.959 0.423 -2.557 0.13
H 0.949 -1.140 -1.694 0.14
H 2.399 -0.129 -1.353 0.10
H 0.847 1.550 -0.294 0.15
H 1.905 0.029 1.441 0.23
H 1.239 -1.327 0.469 0.22
H -0.337 0.728 2.245 0.18
H 0.437 -0.941 2.683 0.15
H -0.853 -2.112 0.891 0.12
H -2.215 -1.199 1.719 0.14
H -0.757 1.778 -2.117 0.07
H -2.343 1.633 -1.463 0.17
```

Calculated values
LUMO: -3.5878 eV
ΔE to the lowest compared entry with this formula, charge and spin: 220.0 kJ/mol
Structure (SMILES): C[C@@H]1[NH2+]CCN=C1N
Frontier orbital gap: 9.61 eV
E_tot: -361.68431 hartree
Net charge: +1
HOMO energy: -0.4850 Eh

Entry 4:
The ion C5H12N3 with charge +1, computed with the ωB97M-V functional and the def2-TZVPD basis.

The geometry in XYZ format:
```
20
Properties=species:S:1:pos:R:3:lowdin_charge:R:1
C -1.377 0.854 -2.298 -0.06
C -0.444 -0.005 -1.457 -0.32
C -1.147 -1.173 -0.729 -0.02
C -0.491 0.030 0.053 -0.14
C 0.717 -0.171 0.979 -0.25
N 1.522 -1.137 0.656 0.25
N 0.850 0.695 1.979 0.06
N 1.874 0.294 2.922 0.09
H -1.152 1.929 -1.948 0.11
H -2.430 0.547 -2.108 0.08
H -1.283 0.609 -3.414 0.11
H 0.542 -0.344 -1.917 0.16
H -0.763 -2.156 -0.687 0.09
H -2.209 -0.945 -0.806 0.10
H -1.286 0.737 0.382 0.15
H 1.261 -1.637 -0.116 0.08
H 2.447 -1.254 1.146 0.18
H 0.260 1.430 2.139 0.13
H 1.464 0.128 3.819 0.10
H 2.527 1.076 2.994 0.11
```

Calculated values
LUMO: -3.0115 eV
ΔE to the lowest compared entry with this formula, charge and spin: 225.3 kJ/mol
Structure (SMILES): C[C@@H]1C[C@H]1/C(N)=[NH+]/N
Frontier orbital gap: 11.19 eV
E_tot: -361.68232 hartree
Net charge: +1
HOMO energy: -0.5221 Eh

Entry 5:
A cluster of 2 separate species, C5H12N3 in total, computed with the ωB97M-V functional and the def2-TZVPD basis.

The geometry in XYZ format:
```
20
Properties=species:S:1:pos:R:3:lowdin_charge:R:1
C -2.017 0.408 0.686 -0.01
N 0.482 2.899 -0.322 0.19
C -0.639 2.288 0.018 -0.15
N -0.791 1.006 0.117 0.03
H -2.617 -0.023 -0.107 0.10
H -2.570 1.188 1.201 0.09
H -1.709 -0.308 1.442 0.09
H 1.341 2.387 -0.463 0.13
H 0.542 3.899 -0.224 0.13
H -1.467 2.944 0.249 0.16
H 0.040 0.406 -0.004 0.09
C 0.863 -1.891 0.612 -0.24
C -0.001 -2.740 0.093 0.03
C 2.035 -1.100 -1.209 0.00
N 1.454 -0.818 -0.122 -0.07
H 1.182 -1.917 1.643 0.11
H -0.296 -2.680 -0.943 0.07
H -0.435 -3.527 0.694 0.07
H 2.455 -0.295 -1.800 0.08
H 2.146 -2.125 -1.561 0.10
```

Calculated values
LUMO: -2.9858 eV
ΔE to the lowest compared entry with this formula, charge and spin: 142.6 kJ/mol
Frontier orbital gap: 10.21 eV
E_tot: -361.71379 hartree
Net charge: +1
HOMO energy: -0.4848 Eh

Entry 6:
The ion C5H12N3 with charge +1, computed with the ωB97M-V functional and the def2-TZVPD basis.

The geometry in XYZ format:
```
20
Properties=species:S:1:pos:R:3:lowdin_charge:R:1
C -0.242 0.929 1.700 0.06
C -0.497 -0.119 0.972 -0.30
C -1.265 -1.319 1.299 -0.06
N 0.560 -0.324 -0.276 -0.14
C 1.482 -1.544 -0.193 0.03
N 1.014 0.822 -0.825 0.00
C 0.255 1.580 -1.611 -0.08
N -1.066 1.302 -1.749 0.18
H 0.462 1.736 1.269 0.10
H -0.750 1.142 2.609 0.07
H -1.206 -2.109 0.551 0.08
H -2.280 -0.883 1.117 0.10
H -1.282 -1.747 2.350 0.13
H 2.030 -1.632 -1.117 0.09
H 2.101 -1.287 0.561 0.05
H 0.949 -2.418 0.100 0.08
H 1.819 1.347 -0.569 0.16
H 0.749 2.331 -2.170 0.15
H -1.523 1.922 -2.432 0.14
H -1.310 0.272 -1.586 0.16
```

Calculated values
LUMO: -3.7708 eV
ΔE to the lowest compared entry with this formula, charge and spin: 360.6 kJ/mol
Structure (SMILES): C=C(C)N(C)/[NH+]=C\N
Frontier orbital gap: 9.15 eV
E_tot: -361.63076 hartree
Net charge: +1
HOMO energy: -0.4747 Eh